Record 1
{
  "formula": "C47H61F5N",
  "method": "ωB97M-V/def2-TZVPD",
  "elements": ["C", "C", "C", "C", "C", "C", "C", "C", "C", "C", "C", "C", "C", "N", "C", "C", "C", "C", "H", "H", "H", "H", "H", "H", "H", "H", "H", "H", "H", "H", "H", "H", "H", "H", "H", "H", "H", "H", "H", "H", "H", "H", "H", "H", "H", "H", "H", "H", "H", "H", "H", "H", "H", "H", "F", "C", "C", "C", "C", "C", "C", "H", "H", "H", "H", "H", "F", "C", "C", "C", "C", "C", "C", "H", "H", "H", "H", "H", "F", "C", "C", "C", "C", "C", "C", "H", "H", "H", "H", "H", "F", "C", "C", "C", "C", "C", "C", "H", "H", "H", "H", "H", "F", "C", "C", "C", "C", "C", "C", "H", "H", "H", "H", "H"],
  "positions_angstrom": [[9.481, -2.981, 0.686], [9.020, -1.726, 1.516], [7.481, -1.488, 1.495], [6.929, -0.996, 0.113], [5.392, -1.316, 0.045], [4.526, -0.189, -0.620], [4.743, 1.222, 0.012], [4.624, 1.261, 1.567], [3.306, 0.572, 2.108], [3.664, -0.400, 3.267], [2.448, -1.113, 3.941], [1.337, -1.574, 2.934], [1.680, -2.912, 2.198], [2.088, -2.756, 0.764], [2.026, -4.142, 0.139], [2.559, -3.786, -1.316], [1.791, -2.402, -1.583], [1.264, -1.964, -0.155], [9.561, -3.873, 1.340], [8.841, -3.195, -0.189], [10.512, -2.780, 0.321], [9.619, -0.843, 1.226], [9.287, -1.954, 2.573], [7.247, -0.696, 2.240], [6.976, -2.441, 1.767], [7.420, -1.633, -0.658], [7.191, 0.048, -0.130], [5.044, -1.588, 1.064], [5.273, -2.226, -0.587], [3.459, -0.496, -0.655], [4.858, -0.130, -1.683], [3.973, 1.905, -0.414], [5.719, 1.676, -0.264], [5.489, 0.808, 2.091], [4.621, 2.335, 1.856], [2.707, 0.124, 1.293], [2.694, 1.406, 2.522], [4.140, 0.225, 4.058], [4.445, -1.146, 2.995], [1.964, -0.531, 4.745], [2.840, -2.050, 4.404], [1.021, -0.759, 2.248], [0.434, -1.779, 3.552], [2.545, -3.369, 2.730], [0.844, -3.626, 2.335], [3.100, -2.587, 0.730], [0.930, -4.264, -0.012], [2.550, -4.949, 0.669], [2.232, -4.436, -2.139], [3.646, -3.667, -1.131], [2.431, -1.660, -2.079], [0.880, -2.741, -2.119], [1.460, -0.868, -0.135], [0.166, -1.990, -0.028], [-1.539, -3.828, -1.245], [-2.261, -3.985, -0.102], [-2.151, -5.166, 0.611], [-2.882, -5.323, 1.783], [-3.717, -4.303, 2.222], [-3.820, -3.125, 1.492], [-3.084, -2.961, 0.326], [-1.500, -5.953, 0.249], [-2.799, -6.239, 2.352], [-4.288, -4.427, 3.133], [-4.473, -2.332, 1.832], [-3.146, -2.050, -0.246], [-3.164, -0.507, -1.881], [-2.888, -0.803, -3.170], [-3.295, 0.077, -4.154], [-3.011, -0.209, -5.482], [-2.331, -1.377, -5.809], [-1.931, -2.255, -4.808], [-2.205, -1.970, -3.475], [-3.827, 0.977, -3.879], [-3.319, 0.477, -6.260], [-2.113, -1.601, -6.846], [-1.405, -3.166, -5.066], [-1.885, -2.651, -2.683], [-4.439, -0.967, 3.930], [-3.722, 0.123, 3.602], [-3.827, 0.647, 2.324], [-3.090, 1.776, 1.989], [-2.249, 2.361, 2.929], [-2.149, 1.822, 4.206], [-2.893, 0.700, 4.548], [-4.480, 0.174, 1.601], [-3.171, 2.198, 0.995], [-1.673, 3.239, 2.665], [-1.492, 2.277, 4.937], [-2.835, 0.272, 5.541], [-5.279, 3.080, -4.124], [-6.029, 3.000, -3.007], [-6.011, 1.835, -2.262], [-6.780, 1.754, -1.108], [-7.565, 2.835, -0.719], [-7.576, 3.998, -1.480], [-6.800, 4.084, -2.629], [-5.401, 1.002, -2.583], [-6.768, 0.850, -0.513], [-8.167, 2.769, 0.178], [-8.189, 4.837, -1.180], [-6.790, 4.984, -3.229], [-2.690, 7.437, 0.149], [-3.264, 7.614, -1.055], [-3.617, 6.507, -1.806], [-4.213, 6.691, -3.046], [-4.440, 7.976, -3.525], [-4.075, 9.079, -2.762], [-3.488, 8.899, -1.516], [-3.425, 5.514, -1.419], [-4.500, 5.832, -3.640], [-4.901, 8.117, -4.495], [-4.248, 10.080, -3.137], [-3.205, 9.746, -0.904]],
  "mulliken_charge": [-1.0836, -0.6146, -0.4041, -0.6604, 0.3544, -0.0666, -1.1367, -0.6261, 0.3243, -0.2814, -1.3518, -0.4733, -0.9345, 0.4257, -0.3082, -0.6214, -0.3812, -0.6074, 0.3061, 0.3200, 0.2952, 0.3735, 0.3375, 0.0886, 0.3068, 0.3916, 0.3428, -0.6629, 0.4746, -0.4510, 0.4672, 0.3929, 0.4233, 0.1057, 0.4489, -0.4414, 0.4932, 0.4999, -0.0438, 0.3704, 0.4182, 0.4668, 0.3637, 0.6135, 0.3983, -0.0921, 0.1001, 0.4992, 0.4971, 0.1267, 0.4573, 0.1477, 0.3031, 0.2832, -0.2855, 0.3014, -0.4029, -0.6127, -0.7142, -0.5877, -0.0237, 0.4591, 0.4174, 0.4446, 0.4454, 0.4919, -0.0849, 0.3331, -0.4920, -0.6452, -0.4722, -0.6780, 0.0262, 0.4986, 0.4293, 0.3800, 0.4188, 0.3937, -0.3341, 0.3036, -0.1460, -0.5735, -0.6424, -0.3877, -0.5109, 0.4590, 0.5372, 0.4410, 0.4276, 0.4587, -0.3151, 0.6079, -0.4038, -0.5108, -0.5645, -0.5421, -0.3306, 0.2868, 0.4369, 0.4024, 0.3921, 0.5083, -0.3062, 0.3692, -0.5097, -0.3336, -0.6515, -0.2937, -0.4549, 0.4923, 0.5086, 0.3858, 0.3724, 0.4058],
  "charge": 1,
  "orbital_gap_ha": 0.3095,
  "multiplicity": 1
}

=====

Record 2
{
  "formula": "C34H63BrF6N12O12P",
  "method": "ωB97M-V/def2-TZVPD",
  "elements": ["C", "C", "O", "O", "C", "O", "C", "C", "N", "C", "N", "C", "C", "C", "F", "F", "F", "N", "C", "O", "N", "P", "O", "Br", "N", "C", "C", "C", "F", "F", "F", "H", "H", "H", "H", "H", "H", "H", "H", "H", "H", "H", "H", "H", "H", "C", "O", "N", "C", "C", "H", "H", "H", "H", "H", "H", "H", "C", "O", "N", "C", "C", "H", "H", "H", "H", "H", "H", "H", "C", "O", "N", "C", "C", "H", "H", "H", "H", "H", "H", "H", "C", "O", "N", "C", "C", "H", "H", "H", "H", "H", "H", "H", "C", "O", "N", "C", "C", "H", "H", "H", "H", "H", "H", "H", "C", "O", "N", "C", "C", "H", "H", "H", "H", "H", "H", "H", "C", "O", "N", "C", "C", "H", "H", "H", "H", "H", "H", "H"],
  "positions_angstrom": [[4.185, 2.825, -0.541], [3.215, 2.499, -1.728], [3.006, 1.356, -2.010], [2.602, 3.575, -2.406], [1.816, 3.111, -3.502], [2.265, 2.679, -4.504], [0.242, 3.250, -3.291], [-0.012, 3.165, -1.759], [-0.227, 1.945, -1.138], [-0.405, 2.204, 0.239], [-0.602, 1.312, 1.190], [-0.679, -0.129, 0.756], [-1.538, -1.010, 1.772], [-1.639, -2.450, 1.118], [-0.634, -2.702, 0.205], [-1.555, -3.392, 2.130], [-2.845, -2.651, 0.478], [-0.737, 1.586, 2.555], [0.336, 1.305, 3.187], [1.288, 1.274, 3.803], [-0.335, 3.606, 0.424], [-0.507, 4.680, 1.822], [0.654, 4.277, 3.000], [-2.480, 4.298, 2.876], [-0.078, 4.154, -0.784], [0.139, 5.558, -1.193], [-1.185, 6.416, -1.388], [-2.489, 5.580, -1.558], [-2.459, 4.753, -2.670], [-2.875, 4.901, -0.417], [-3.523, 6.482, -1.810], [4.819, 1.932, -0.309], [4.846, 3.716, -0.768], [3.610, 3.088, 0.391], [-0.095, 4.250, -3.687], [-0.287, 2.390, -3.792], [0.380, -0.483, 0.640], [-1.197, -0.231, -0.246], [-2.545, -0.564, 1.975], [-0.914, -1.157, 2.701], [1.505, 4.411, 2.534], [0.780, 5.605, -2.115], [0.736, 6.049, -0.367], [-1.250, 7.196, -0.581], [-1.054, 6.989, -2.357], [-5.990, -1.474, 1.167], [-5.825, -0.648, 2.050], [-6.972, -2.400, 1.136], [-7.099, -3.349, 0.048], [-7.932, -2.448, 2.224], [-5.319, -1.528, 0.294], [-8.073, -3.217, -0.427], [-7.021, -4.363, 0.450], [-6.315, -3.199, -0.695], [-8.447, -1.487, 2.290], [-7.401, -2.626, 3.160], [-8.659, -3.242, 2.058], [-2.012, -0.189, -3.022], [-1.265, -0.001, -2.071], [-2.654, -1.340, -3.297], [-3.525, -1.479, -4.452], [-2.471, -2.478, -2.413], [-2.222, 0.607, -3.757], [-4.530, -1.736, -4.111], [-3.143, -2.275, -5.093], [-3.569, -0.553, -5.023], [-2.793, -2.207, -1.406], [-1.412, -2.744, -2.382], [-3.052, -3.329, -2.765], [7.883, 1.212, 0.787], [7.225, 1.867, 1.578], [8.709, 1.722, -0.154], [9.457, 0.872, -1.060], [8.854, 3.164, -0.262], [7.850, 0.110, 0.781], [10.525, 1.058, -0.926], [9.172, 1.107, -2.088], [9.251, -0.180, -0.864], [9.225, 3.562, 0.686], [7.876, 3.608, -0.469], [9.549, 3.418, -1.062], [-5.936, -5.948, 3.719], [-6.631, -6.166, 2.740], [-4.587, -6.026, 3.755], [-3.829, -5.750, 4.965], [-3.874, -6.396, 2.548], [-6.377, -5.659, 4.687], [-3.145, -4.916, 4.773], [-3.251, -6.645, 5.243], [-4.494, -5.486, 5.787], [-4.097, -5.672, 1.761], [-4.208, -7.382, 2.220], [-2.800, -6.416, 2.733], [-2.007, -7.391, 7.521], [-2.705, -7.603, 6.544], [-0.656, -7.468, 7.546], [0.106, -7.201, 8.750], [0.051, -7.829, 6.331], [-2.442, -7.111, 8.493], [0.787, -6.367, 8.565], [0.681, -8.091, 9.015], [-0.554, -6.944, 9.579], [-0.178, -7.100, 5.551], [-0.284, -8.813, 5.998], [1.125, -7.848, 6.508], [-4.359, -1.384, -8.595], [-4.607, -1.780, -7.471], [-3.143, -1.437, -9.191], [-2.925, -0.944, -10.537], [-2.026, -2.005, -8.461], [-5.135, -0.935, -9.236], [-2.567, -1.762, -11.165], [-2.175, -0.149, -10.511], [-3.849, -0.548, -10.960], [-2.257, -3.038, -8.193], [-1.868, -1.434, -7.543], [-1.122, -1.978, -9.067], [8.737, 5.998, 1.987], [9.632, 5.178, 1.924], [8.749, 7.215, 1.390], [7.641, 8.141, 1.511], [9.909, 7.603, 0.607], [7.812, 5.804, 2.556], [7.247, 8.359, 0.515], [7.995, 9.065, 1.973], [6.847, 7.717, 2.124], [10.051, 6.886, -0.205], [10.795, 7.588, 1.244], [9.771, 8.601, 0.193]],
  "mulliken_charge": [-0.7999, 0.8610, -0.4889, -0.3717, 0.4567, -0.4740, -0.4110, -0.2183, -0.0034, 0.2369, 0.7587, -0.2567, -0.6424, 0.7404, -0.2754, -0.2940, -0.2045, -0.8599, 0.7161, -0.3208, 0.2649, 0.1195, -0.4765, -0.1686, 0.7068, -0.9378, -0.6205, 0.7241, -0.2346, -0.1912, -0.2877, 0.2608, 0.3051, 0.0686, 0.2925, 0.1753, 0.2624, 0.1124, 0.3192, 0.3242, 0.3449, 0.4124, 0.4691, 0.3334, 0.3206, 0.3063, -0.6846, 0.1426, -0.8446, -0.9772, 0.1570, 0.3695, 0.3014, 0.2268, 0.3303, 0.2927, 0.3795, 0.1716, -0.7366, 0.3077, -1.0890, -0.5049, 0.2087, 0.3252, 0.3931, 0.2940, -0.1859, 0.3385, 0.4016, 0.0427, -0.5970, 0.2130, -0.9422, -0.9333, 0.3086, 0.3309, 0.3326, 0.3001, 0.4126, 0.1521, 0.4056, 0.0761, -0.6222, 0.2290, -1.0623, -0.8938, 0.3147, 0.2488, 0.6438, 0.2592, 0.1890, 0.3260, 0.3370, 0.0871, -0.6318, 0.1178, -0.9235, -0.8934, 0.2987, 0.3426, 0.3409, 0.2902, 0.2494, 0.2982, 0.3839, 0.0907, -0.5532, 0.1110, -0.9189, -0.8466, 0.2743, 0.3362, 0.3351, 0.2938, 0.2934, 0.2155, 0.3729, 0.1422, -0.6415, 0.1152, -0.9406, -0.9099, 0.3087, 0.3438, 0.3455, 0.2901, 0.2496, 0.3022, 0.3879],
  "charge": 1,
  "orbital_gap_ha": 0.2481,
  "multiplicity": 1
}

=====

Results for LUMO level: -2.1216; -3.1290 (in eV, following the order of the records).
Results for HOMO: -10.543; -9.880 (in eV, following the order of the records).